# C28H82N8O16

A 11-piece molecular cluster, C28H82N8O16 overall at a distorted geometry (ωB97M-V with the def2-TZVPD basis set, OMol25).

XYZ file:
```
134
Properties=species:S:1:pos:R:3:forces:R:3
C -5.044 -4.778 4.150 0.7 0.5 -0.4
O -6.051 -4.013 3.521 -1.2 -0.3 0.4
C -5.648 -2.895 2.813 1.9 1.1 -1.3
C -4.607 -3.218 1.709 0.6 -0.5 0.1
C -4.094 -1.990 0.959 -0.4 -1.1 0.1
N -5.015 -4.210 0.697 -0.2 0.0 0.6
H -5.484 -5.370 4.944 -0.2 -0.2 -0.2
H -4.241 -4.171 4.584 -0.2 0.3 0.1
H -4.525 -5.386 3.405 -0.1 -0.5 0.1
H -6.441 -2.342 2.298 -0.7 -0.7 0.4
H -5.178 -2.122 3.445 -0.1 -0.4 0.2
H -3.762 -3.715 2.190 0.1 0.3 0.2
H -3.419 -2.391 0.199 0.0 0.2 -0.1
H -3.548 -1.289 1.586 -0.4 0.2 0.0
H -4.999 -1.621 0.468 0.3 0.8 -0.1
H -5.798 -3.890 0.135 -0.1 0.0 0.1
H -5.321 -5.023 1.224 -0.2 -0.1 -0.4
C 3.171 2.592 2.858 -0.2 0.9 0.7
O 3.340 3.888 2.270 0.6 -0.2 -0.5
C 3.417 3.752 0.870 -0.6 -0.1 -1.0
C 4.786 3.367 0.344 0.3 -1.3 -1.1
C 5.880 4.420 0.460 -0.3 -0.4 0.6
N 4.671 2.921 -1.095 0.0 0.7 0.6
H 2.094 2.420 2.859 0.1 -0.7 -0.1
H 3.496 2.651 3.897 0.0 0.1 0.0
H 3.777 1.817 2.391 -0.3 0.0 -0.3
H 2.659 3.043 0.502 0.2 -0.5 0.3
H 3.078 4.624 0.297 0.3 0.6 0.8
H 5.148 2.426 0.776 -0.2 0.4 1.1
H 6.830 3.894 0.561 0.2 0.3 -0.1
H 5.704 4.975 1.383 0.2 0.1 -0.1
H 5.921 5.104 -0.387 -0.2 0.0 0.0
H 5.635 2.693 -1.324 -0.2 -0.1 -0.6
H 4.167 2.038 -1.104 0.1 -0.1 0.0
C -0.748 1.202 1.788 0.9 -0.3 1.3
O -0.988 0.950 3.174 -0.8 0.2 0.0
C -2.376 0.975 3.518 0.3 -0.7 -1.0
C -2.561 0.487 4.939 -0.7 0.7 1.1
C -3.835 -0.377 5.110 1.1 0.1 -1.3
N -2.615 1.620 5.882 0.0 0.6 -0.3
H -0.777 0.257 1.251 -0.1 0.0 -0.3
H 0.274 1.567 1.859 0.2 0.0 -0.8
H -1.368 1.960 1.315 -0.4 0.0 0.3
H -2.747 1.962 3.225 -0.3 0.1 0.8
H -2.935 0.261 2.893 0.3 0.0 -0.2
H -1.668 -0.068 5.251 -0.2 -0.6 -0.7
H -3.817 -1.106 4.296 0.4 -0.4 0.6
H -4.772 0.130 4.874 0.1 0.6 0.8
H -3.757 -0.851 6.084 -0.6 -0.1 0.0
H -1.663 1.957 5.982 -0.2 0.2 0.2
H -2.948 1.345 6.797 0.1 -0.1 0.0
C 3.905 -3.171 -6.458 0.2 0.1 -0.6
O 3.309 -2.422 -5.423 0.4 -0.1 -0.7
C 3.644 -1.031 -5.467 -1.1 -0.4 0.9
C 3.470 -0.579 -4.022 1.4 1.6 -0.3
C 3.443 0.942 -3.893 -1.0 0.5 0.4
N 4.646 -0.958 -3.201 -0.9 -1.3 0.6
H 3.309 -4.056 -6.682 0.2 -0.3 0.6
H 4.950 -3.374 -6.204 -0.1 -0.4 0.0
H 3.938 -2.682 -7.442 -0.1 0.6 0.3
H 4.643 -0.830 -5.860 0.1 -0.2 0.2
H 2.893 -0.536 -6.095 0.2 0.1 -0.1
H 2.515 -0.977 -3.667 0.0 -0.1 0.1
H 4.276 1.521 -4.291 0.3 -0.5 -0.2
H 3.431 1.149 -2.820 0.0 0.1 0.0
H 2.528 1.394 -4.285 -0.1 -0.1 -0.1
H 4.309 -1.030 -2.213 0.3 0.5 -0.9
H 4.776 -1.955 -3.375 0.4 0.0 -0.3
N 0.140 -3.296 4.426 -1.7 0.9 -0.4
C -0.643 -2.709 3.439 0.2 -1.1 0.5
N 0.020 -2.481 2.270 -0.8 0.2 0.1
O -1.857 -2.541 3.571 1.1 0.1 -0.1
H 1.113 -3.484 4.330 0.2 -0.2 0.1
H -0.427 -3.587 5.203 0.5 -0.2 0.2
H 1.008 -2.603 2.176 0.2 0.4 -0.1
H -0.545 -2.002 1.588 0.5 0.0 -0.4
N -1.229 -0.077 -1.363 0.4 -1.7 0.7
C 0.114 0.023 -1.483 0.9 1.7 0.6
N 0.475 1.185 -2.123 -0.3 -1.9 0.3
O 0.989 -0.694 -0.949 -1.6 0.0 -0.5
H -1.525 -0.836 -0.770 -0.4 -0.1 -0.3
H -1.894 0.577 -1.757 0.2 -0.1 -0.2
H 1.422 1.445 -1.915 -0.1 0.9 -0.6
H -0.324 1.733 -2.382 0.7 1.0 -0.2
O -0.158 4.863 -1.084 0.1 -0.4 0.2
C -0.812 4.094 -0.074 0.2 0.2 -0.7
C -1.936 4.947 0.470 0.1 0.0 0.7
O -2.572 4.300 1.577 -0.2 -0.2 -0.2
H 0.683 4.411 -1.264 0.0 0.1 -0.3
H -1.278 3.191 -0.492 0.1 -0.1 -0.1
H -0.063 3.760 0.648 -0.3 0.2 0.4
H -2.673 5.076 -0.328 0.1 0.2 0.1
H -1.576 5.918 0.819 0.1 0.0 -0.5
H -2.294 4.754 2.374 0.0 -0.1 0.1
O -0.144 -5.460 1.496 -0.1 -1.1 -0.1
C -1.500 -5.571 1.025 0.7 1.8 -0.2
C -1.543 -4.971 -0.381 0.1 -1.3 -1.4
O -0.926 -3.706 -0.579 -0.4 -0.1 0.9
H 0.033 -4.530 1.641 -0.2 0.3 0.1
H -1.806 -6.611 0.956 0.1 -0.1 0.3
H -2.111 -5.000 1.730 -0.4 -0.2 -0.1
H -2.526 -4.999 -0.858 -0.2 0.5 0.6
H -0.995 -5.684 -1.019 0.2 0.0 0.2
H 0.010 -3.896 -0.421 0.1 0.3 -0.3
O -5.641 1.151 -3.227 0.2 0.1 0.6
C -5.161 0.669 -1.957 -0.6 -0.6 0.1
C -4.095 1.611 -1.394 -1.2 -0.2 -1.3
O -3.125 1.772 -2.431 0.5 0.1 0.5
H -6.590 1.027 -3.182 -0.1 0.2 -0.4
H -6.031 0.520 -1.308 0.2 0.4 0.4
H -4.792 -0.352 -2.107 0.5 0.2 0.0
H -3.660 1.175 -0.499 0.3 0.1 0.0
H -4.544 2.587 -1.197 0.0 0.0 0.4
H -3.602 2.043 -3.226 0.0 -0.1 0.0
O 2.271 3.786 -2.276 1.4 1.1 0.2
C 2.411 4.785 -3.303 -1.8 -0.6 -1.7
C 3.505 5.819 -3.129 -0.6 -0.9 1.3
O 3.034 6.905 -2.351 0.4 0.8 -0.3
H 3.213 3.707 -1.961 -0.6 -0.6 0.2
H 2.418 4.259 -4.270 0.9 0.0 0.1
H 1.433 5.272 -3.411 0.1 0.4 0.5
H 3.880 6.208 -4.071 -0.2 0.1 -0.1
H 4.321 5.297 -2.612 0.3 0.2 -0.1
H 2.522 6.640 -1.583 0.0 -0.4 -0.1
O 3.430 -1.728 -0.654 0.0 -0.9 0.7
C 3.700 -3.137 -0.576 -1.0 -0.4 0.3
C 3.047 -3.826 -1.793 0.7 -0.4 1.4
O 1.641 -3.825 -1.672 -0.4 0.4 -0.1
H 2.450 -1.653 -0.539 0.9 0.5 -0.3
H 4.732 -3.452 -0.395 0.4 0.9 -0.8
H 3.282 -3.515 0.370 -0.6 -0.1 -0.3
H 3.345 -4.878 -1.812 0.1 0.1 -0.2
H 3.378 -3.317 -2.686 0.0 0.0 -0.4
H 1.296 -2.970 -1.967 0.0 -0.1 0.0
```
Forces are in eV/Å.

Calculated values
Energy: -75043.271 eV
Orbital gap: 0.3418 Eh
Energy relative to the best compared isomer or geometry (same formula, charge and spin): 0.0 kJ/mol
Charge: 0
Structure (SMILES): COC[C@H](C)N.COC[C@H](C)N.COC[C@H](C)N.COC[C@H](C)N.NC(N)=O.NC(N)=O.OCCO.OCCO.OCCO.OCCO.OCCO
HOMO level: -0.32717 hartree